(1)
{"formula": "C46H73F3INO12S11", "method": "the ωB97M-V functional and the def2-TZVPD basis", "total_charge": 0, "lumo_energy_ev": -0.76, "orbital_gap_ev": 6.642, "symbols": ["O", "C", "C", "C", "C", "O", "C", "C", "C", "C", "C", "I", "C", "S", "O", "O", "C", "F", "F", "F", "C", "C", "C", "C", "C", "S", "C", "S", "N", "C", "C", "C", "C", "C", "C", "C", "C", "C", "C", "C", "C", "C", "H", "H", "H", "H", "H", "H", "H", "H", "H", "H", "H", "H", "H", "H", "H", "H", "H", "H", "H", "H", "H", "H", "H", "H", "H", "C", "S", "O", "C", "H", "H", "H", "H", "H", "H", "C", "S", "O", "C", "H", "H", "H", "H", "H", "H", "C", "S", "O", "C", "H", "H", "H", "H", "H", "H", "C", "S", "O", "C", "H", "H", "H", "H", "H", "H", "C", "S", "O", "C", "H", "H", "H", "H", "H", "H", "C", "S", "O", "C", "H", "H", "H", "H", "H", "H", "C", "S", "O", "C", "H", "H", "H", "H", "H", "H", "C", "S", "O", "C", "H", "H", "H", "H", "H", "H"], "positions_angstrom": [[3.2703, -3.1546, -0.9909], [4.0546, -2.3869, -0.5001], [5.5078, -2.5701, -0.6516], [6.2769, -1.5040, -0.7552], [5.6574, -0.1598, -0.7510], [6.0819, 0.7233, -1.4395], [4.4655, -0.0254, 0.1425], [4.1558, 1.1521, 0.8261], [4.9980, 2.4106, 0.6472], [4.3961, 3.2378, -0.4933], [5.2046, 4.4520, -0.9281], [7.2432, 4.1109, -1.4664], [3.0351, 1.1381, 1.6699], [2.4531, 2.5040, 2.6357], [1.4243, 2.0652, 3.5317], [2.0795, 3.6029, 1.7877], [3.8148, 3.1719, 3.7347], [4.8082, 2.3069, 3.8971], [4.2718, 4.3044, 3.2375], [3.2827, 3.4334, 4.9139], [2.2327, 0.0117, 1.7923], [2.5197, -1.1443, 1.0816], [1.5724, -2.3117, 1.2171], [0.5990, -2.3669, -0.0111], [-0.8898, -2.2123, 0.3627], [-1.7110, -0.8923, -0.5846], [-2.2960, 0.1832, 0.7098], [-1.2543, 0.6586, 1.8792], [-3.5943, 0.6479, 0.5740], [-3.9531, 1.6859, 1.5206], [-4.3863, 1.3904, 2.8056], [-4.7102, 2.4022, 3.6951], [-4.6169, 3.7300, 3.2802], [-4.2002, 4.0399, 1.9888], [-3.8770, 3.0098, 1.1125], [-4.6434, -0.3437, 0.4540], [-4.5060, -1.6891, 0.7598], [-5.5708, -2.5645, 0.5798], [-6.7953, -2.1158, 0.1096], [-6.9442, -0.7578, -0.1582], [-5.8807, 0.1135, 0.0054], [3.6487, -1.1670, 0.2694], [5.9209, -3.5659, -0.6579], [7.3469, -1.5787, -0.8635], [6.0145, 2.1051, 0.4251], [5.0252, 2.9950, 1.5565], [4.1504, 2.5834, -1.3244], [3.4469, 3.6141, -0.1121], [4.7473, 4.8412, -1.8309], [5.1244, 5.2341, -0.1807], [1.3786, 0.0558, 2.4464], [2.1261, -3.2448, 1.2261], [0.9829, -2.2143, 2.1223], [0.8493, -1.5495, -0.6803], [0.7698, -3.2901, -0.5495], [-1.4100, -3.1327, 0.1108], [-1.0422, -2.0007, 1.4159], [-4.4282, 0.3475, 3.0863], [-5.0207, 2.1313, 4.6924], [-4.8775, 4.5237, 3.9650], [-4.1309, 5.0788, 1.7123], [-3.5635, 3.2690, 0.1107], [-3.5754, -2.0810, 1.1343], [-5.4212, -3.6111, 0.7986], [-7.6169, -2.7978, -0.0478], [-7.9059, -0.4078, -0.5021], [-6.0413, 1.1584, -0.2153], [5.4698, -2.3684, -6.4409], [5.0812, -2.2816, -4.6908], [6.3270, -2.5370, -3.9161], [4.1280, -3.8012, -4.6629], [6.1074, -1.5207, -6.6870], [5.9976, -3.2988, -6.6552], [4.5391, -2.3096, -7.0054], [4.7580, -4.6308, -4.9863], [3.2665, -3.6885, -5.3222], [3.7924, -3.9662, -3.6398], [8.4109, 2.3861, 3.7916], [7.8951, 4.0975, 3.5918], [8.0672, 4.4308, 2.1558], [9.2915, 4.8102, 4.4724], [7.6946, 1.7575, 3.2684], [9.4021, 2.2510, 3.3582], [8.4171, 2.1278, 4.8509], [10.2214, 4.5039, 3.9933], [9.2704, 4.4817, 5.5117], [9.1944, 5.8928, 4.4290], [-7.7597, 0.4081, 6.2192], [-6.5622, -0.8917, 5.8872], [-6.1799, -0.7760, 4.4554], [-7.7146, -2.2598, 5.9879], [-7.2453, 1.3648, 6.1519], [-8.5578, 0.3691, 5.4775], [-8.1636, 0.2810, 7.2238], [-8.5090, -2.1156, 5.2544], [-8.1319, -2.3238, 6.9932], [-7.1713, -3.1742, 5.7609], [-1.8701, 7.5857, 5.1341], [-2.0874, 7.4722, 3.3540], [-3.4413, 6.9055, 3.1187], [-0.9148, 6.1335, 3.1023], [-2.5555, 8.3442, 5.5068], [-2.1005, 6.6240, 5.5930], [-0.8443, 7.8796, 5.3564], [-1.2101, 5.2685, 3.6964], [0.0836, 6.4683, 3.3842], [-0.9268, 5.8717, 2.0465], [-8.2349, -4.8102, 2.2635], [-9.0255, -4.9117, 3.8722], [-7.9736, -5.2920, 4.8519], [-9.9853, -6.3923, 3.5328], [-7.5526, -3.9611, 2.2802], [-7.6780, -5.7278, 2.0711], [-8.9929, -4.6537, 1.4957], [-9.3156, -7.2069, 3.2572], [-10.6909, -6.1887, 2.7274], [-10.5291, -6.6529, 4.4382], [2.3041, -0.8556, -9.2325], [1.2496, -1.3731, -7.8786], [2.1446, -1.9257, -6.8229], [0.5086, -2.7717, -8.7284], [2.8917, -0.0054, -8.8947], [2.9691, -1.6723, -9.5179], [1.6906, -0.5500, -10.0792], [1.2889, -3.4635, -9.0468], [-0.0567, -2.4119, -9.5878], [-0.1627, -3.2683, -8.0311], [-1.7255, -6.6804, -1.3023], [-3.0773, -6.1385, -0.2515], [-2.8180, -4.7133, 0.0853], [-2.6073, -7.1089, 1.1861], [-1.8071, -6.1510, -2.2493], [-0.7731, -6.4408, -0.8286], [-1.8076, -7.7534, -1.4754], [-1.5964, -6.8413, 1.4941], [-2.6639, -8.1694, 0.9407], [-3.3079, -6.8808, 1.9867], [2.3802, 4.8124, -8.5081], [2.9325, 3.7088, -9.8128], [1.8745, 2.6793, -9.9949], [4.2550, 2.9447, -8.8642], [1.5193, 5.3636, -8.8803], [2.0933, 4.2309, -7.6318], [3.1804, 5.5094, -8.2594], [3.8442, 2.4894, -7.9623], [4.9975, 3.6987, -8.6043], [4.7146, 2.1806, -9.4881]], "mulliken_charge": [-0.569, 0.143, -0.533, -0.721, 0.014, -0.461, 0.384, 0.235, -0.615, -0.409, -1.269, -0.020, -0.398, 1.620, -0.732, -0.686, 0.625, -0.188, -0.189, -0.233, -1.011, -0.073, -1.423, -0.738, -0.019, -0.159, 0.129, -0.094, 0.525, -0.868, 0.501, -0.854, -0.548, -0.803, -0.167, 0.133, 0.265, -1.257, -0.526, -0.842, -0.340, 0.773, 0.449, 0.487, 0.758, -0.205, 0.438, 0.310, 0.557, 0.464, 0.855, 0.536, 0.755, 0.415, 0.516, -0.161, 0.524, 0.518, 0.370, 0.463, 0.562, 0.440, 0.539, 0.576, 0.454, 0.400, 0.458, -0.785, 0.631, -0.620, -0.766, 0.341, 0.276, 0.168, 0.329, 0.285, 0.203, -0.911, 0.623, -0.595, -1.070, 0.163, 0.395, 0.383, 0.324, 0.373, 0.324, -0.970, 0.390, -0.468, -0.949, 0.294, 0.290, 0.402, 0.251, 0.438, 0.328, -0.945, 0.411, -0.566, -0.950, 0.328, 0.292, 0.361, 0.302, 0.431, 0.338, -0.747, 0.566, -0.622, -1.044, 0.042, 0.371, 0.410, 0.300, 0.359, 0.352, -0.763, 0.424, -0.551, -0.983, 0.038, 0.355, 0.432, 0.295, 0.384, 0.331, -0.986, 0.396, -0.548, -0.999, 0.331, 0.249, 0.417, 0.295, 0.407, 0.324, -0.913, 0.487, -0.584, -0.911, 0.315, 0.293, 0.359, 0.260, 0.399, 0.304]}

(2)
{"formula": "C12H8BrIrN2OS2", "method": "the ωB97M-V functional and the def2-TZVPD basis", "multiplicity": 5, "total_charge": 0, "lumo_energy_ev": [-0.32, -0.67], "orbital_gap_ev": [6.488, 7.312], "s2": 6.0244, "relative_energy_kcal_mol": 11.6, "symbols": ["Ir", "S", "C", "N", "C", "C", "C", "C", "C", "C", "S", "H", "H", "H", "H", "Br", "C", "C", "C", "N", "C", "C", "H", "H", "H", "H", "O"], "positions_angstrom": [[1.4686, 0.1656, -2.0586], [3.7707, -0.2692, -1.5985], [3.1800, -0.2216, 0.0161], [1.8932, -0.0159, 0.1353], [1.4654, -0.0190, 1.4687], [0.1665, 0.1617, 1.9352], [-0.0534, 0.1271, 3.2994], [1.0010, -0.0800, 4.1898], [2.2964, -0.2567, 3.7352], [2.5254, -0.2268, 2.3641], [4.0341, -0.4181, 1.5080], [-0.6397, 0.3253, 1.2315], [-1.0548, 0.2647, 3.6852], [0.8014, -0.1005, 5.2529], [3.1123, -0.4144, 4.4283], [-5.2776, -0.2393, -2.7835], [-3.4081, -0.1473, -2.6058], [-2.7940, 1.0592, -2.3206], [-1.4179, 1.0843, -2.1967], [-0.6635, -0.0129, -2.3408], [-1.2693, -1.1738, -2.6208], [-2.6385, -1.2876, -2.7615], [-3.3646, 1.9676, -2.1972], [-0.8760, 1.9962, -1.9822], [-0.6256, -2.0351, -2.7291], [-3.0850, -2.2447, -2.9859], [1.4529, 2.0110, -2.0685]], "mulliken_spin": [2.557, 0.090, 0.021, 0.112, 0.005, -0.001, -0.002, 0.001, -0.001, 0.000, 0.015, 0.002, 0.000, 0.000, 0.000, 0.000, -0.002, 0.004, 0.030, 0.046, 0.002, 0.003, 0.001, -0.007, -0.015, 0.001, 1.136]}

(3)
{"formula": "C14H15MoN4O4S2", "method": "the ωB97M-V functional and the def2-TZVPD basis", "total_charge": 3, "lumo_energy_ev": -13.02, "orbital_gap_ev": 5.373, "relative_energy_kcal_mol": 0.0, "symbols": ["Mo", "C", "C", "C", "C", "C", "C", "C", "S", "O", "O", "N", "C", "C", "O", "O", "H", "H", "H", "H", "H", "H", "H", "H", "H", "S", "C", "N", "C", "N", "C", "C", "N", "C", "H", "H", "H", "H", "H", "H"], "positions_angstrom": [[-1.2541, 0.3012, 0.7558], [5.8617, 2.5517, -1.7108], [4.6802, 1.7478, -1.3087], [3.6004, 2.3528, -0.6351], [2.4999, 1.6224, -0.2610], [2.4861, 0.2542, -0.5750], [3.5336, -0.3903, -1.2409], [4.6201, 0.3742, -1.5974], [1.0840, -0.6299, -0.1320], [-0.1929, 0.2034, -0.7120], [0.9629, -1.9996, -0.4517], [0.5086, -0.2929, 1.3901], [0.5762, -1.1862, 2.5498], [-0.8214, -1.1598, 3.1957], [-1.1743, -1.6429, 4.1940], [-1.6636, -0.4231, 2.3280], [5.7376, 3.6066, -1.4823], [6.0605, 2.4378, -2.7787], [6.7591, 2.1885, -1.2020], [3.6413, 3.4104, -0.4116], [1.6704, 2.0823, 0.2604], [3.4927, -1.4492, -1.4652], [5.4445, -0.1040, -2.1108], [1.3091, -0.8682, 3.2913], [0.7948, -2.2172, 2.2551], [-2.3749, 4.6174, 1.7390], [-2.0633, 3.1821, 1.3679], [-1.8106, 1.9991, 1.0481], [-5.8810, -2.5689, -0.0998], [-4.6554, -1.8149, -0.3611], [-4.1734, -1.5041, -1.6214], [-3.0305, -0.8065, -1.4541], [-2.8090, -0.6760, -0.0765], [-3.8374, -1.3165, 0.5400], [-6.5981, -2.3721, -0.8923], [-6.3132, -2.2794, 0.8542], [-5.6714, -3.6382, -0.0822], [-4.6707, -1.8108, -2.5272], [-2.3664, -0.3825, -2.1876], [-3.9623, -1.3987, 1.6083]], "mulliken_charge": [2.090, -1.373, 0.762, -0.956, -0.534, 0.780, -0.375, -0.778, 1.683, -0.481, -0.516, -0.409, -0.257, 0.323, -0.312, -0.521, 0.375, 0.386, 0.372, 0.372, 0.346, 0.490, 0.471, 0.404, 0.369, 0.002, 0.791, -0.982, -0.793, 0.105, -0.369, -0.752, 0.089, -0.293, 0.341, 0.350, 0.350, 0.448, 0.518, 0.484]}

(4)
{"formula": "C2H2BrFO", "method": "the ωB97M-V functional and the def2-TZVPD basis", "total_charge": 0, "lumo_energy_ev": [-0.67, -0.97], "orbital_gap_ev": [8.812, 8.017], "relative_energy_kcal_mol": 56.4, "symbols": ["C", "C", "O", "F", "Br", "H", "H"], "positions_angstrom": [[-1.2009, -0.6944, 0.2364], [0.9284, 0.6680, -0.1764], [-1.2719, -1.8345, 0.1488], [-2.2372, 0.0973, 0.5841], [1.9952, -0.6354, -0.8501], [0.4081, 1.4308, -0.8066], [1.3783, 0.9682, 0.8639]], "mulliken_charge": [0.355, -0.528, -0.289, -0.180, 0.015, 0.344, 0.281]}